128
Properties=species:S:1:pos:R:3 method="wB97M-V/def2-TZVPD" gap_ev="6.2 / 4.5" total_charge=-1 e_above_lowest_kj_mol=179.7 e_homo_ev="-4.1 / -4.0" total_energy_ha=-13489.86270 largest_force_ev_per_a=0.97 spin_multiplicity=3
Ti -1.03 -1.55 0.25
C -0.19 5.71 3.47
C -1.38 4.76 3.64
C -1.43 4.31 5.10
C -2.68 5.51 3.33
C -1.24 3.57 2.69
C -1.13 2.26 3.12
C -1.03 1.22 2.20
Se -0.77 -0.56 2.86
C 1.15 -0.59 2.67
C 1.96 -0.32 3.75
C 3.35 -0.31 3.61
C 3.86 -0.57 2.35
C 3.08 -0.84 1.22
C 1.69 -0.89 1.40
O 0.86 -1.22 0.44
C 3.81 -1.09 -0.11
C 4.80 0.07 -0.36
C 2.91 -1.17 -1.34
C 4.59 -2.41 0.00
C 4.23 -0.02 4.83
C 3.97 -1.06 5.92
C 3.89 1.38 5.37
C 5.72 -0.05 4.49
C -1.05 1.44 0.81
O -1.08 0.44 -0.04
C -1.07 2.78 0.36
C -1.18 3.79 1.31
C -0.94 3.21 -1.10
C 0.30 4.12 -1.22
C -2.18 4.01 -1.51
C -0.77 2.08 -2.11
H -0.26 6.54 4.18
H 0.75 5.18 3.65
H -0.15 6.12 2.47
H -1.54 5.19 5.75
H -2.28 3.64 5.29
H -0.52 3.79 5.40
H -2.81 6.36 4.01
H -2.68 5.90 2.31
H -3.54 4.85 3.43
H -1.13 2.02 4.17
H 1.51 -0.09 4.71
H 4.93 -0.56 2.22
H 4.27 1.02 -0.41
H 5.56 0.15 0.41
H 5.30 -0.09 -1.32
H 2.27 -0.30 -1.45
H 3.55 -1.24 -2.22
H 2.26 -2.05 -1.31
H 5.31 -2.39 0.81
H 3.90 -3.23 0.18
H 5.13 -2.61 -0.93
H 2.92 -1.06 6.22
H 4.20 -2.06 5.56
H 4.58 -0.86 6.80
H 2.85 1.44 5.69
H 4.52 1.62 6.24
H 4.06 2.14 4.61
H 6.03 -1.02 4.11
H 5.98 0.70 3.74
H 6.30 0.16 5.39
H -1.23 4.81 0.96
H 0.19 5.05 -0.67
H 1.18 3.61 -0.84
H 0.48 4.37 -2.27
H -2.35 4.87 -0.87
H -2.08 4.37 -2.54
H -3.07 3.38 -1.46
H 0.12 1.48 -1.91
H -1.61 1.40 -2.14
H -0.65 2.55 -3.09
Se -4.09 -1.65 3.02
Se -3.83 -3.61 -0.88
C -2.89 -4.12 0.71
C -3.33 -5.28 1.35
C -2.63 -5.74 2.45
C -1.51 -5.04 2.89
C -1.15 -3.89 2.21
N -1.83 -3.44 1.16
C -4.07 -0.61 1.48
C -4.84 0.59 1.43
C -4.99 1.30 0.27
C -4.37 0.82 -0.90
C -3.59 -0.29 -0.78
N -3.39 -0.98 0.37
H -4.21 -5.79 1.00
H -2.96 -6.62 2.98
H -0.93 -5.36 3.74
H -0.27 -3.33 2.50
H -5.33 0.90 2.35
H -5.58 2.20 0.26
H -4.49 1.30 -1.86
H -3.09 -0.71 -1.65
Br -0.35 -7.72 -5.94
C -0.27 -6.43 -4.55
C -1.17 -5.37 -4.57
C -1.11 -4.43 -3.55
C -0.17 -4.56 -2.54
C 0.72 -5.63 -2.54
C 0.68 -6.57 -3.55
C -0.13 -3.57 -1.39
O 0.56 -3.82 -0.40
O -0.92 -2.55 -1.52
H -1.90 -5.28 -5.36
H -1.78 -3.58 -3.54
H 1.44 -5.71 -1.73
H 1.36 -7.40 -3.57
C -3.03 1.73 -5.18
N -1.70 1.24 -5.50
C -0.75 2.28 -5.83
C -1.33 0.00 -5.08
S -2.27 -1.00 -4.14
N -0.05 -0.37 -5.48
C 0.23 -0.38 -6.91
C 0.57 -1.49 -4.79
H -3.28 2.52 -5.90
H -3.05 2.15 -4.17
H -3.75 0.93 -5.24
H -0.90 3.13 -5.17
H -0.89 2.63 -6.86
H 0.27 1.92 -5.71
H -0.35 0.38 -7.43
H -0.03 -1.36 -7.34
H 1.29 -0.19 -7.09
H 0.38 -1.43 -3.72
H 1.65 -1.44 -4.96
H 0.19 -2.45 -5.15

=====

133
Properties=species:S:1:pos:R:3 method="wB97M-V/def2-TZVPD" gap_ev="5.3 / 4.5" total_charge=-1 e_homo_ev="-3.6 / -3.6" total_energy_ha=-10509.32020 largest_force_ev_per_a=3.88 spin_multiplicity=2
Ba -1.62 0.03 -0.44
O 2.02 2.11 -4.07
C 2.26 0.92 -4.62
C 2.80 0.84 -5.91
C 3.04 -0.39 -6.49
C 2.73 -1.56 -5.80
C 2.20 -1.48 -4.53
C 1.97 -0.26 -3.92
C 1.39 -0.15 -2.54
O 0.78 0.96 -2.21
N 2.67 -0.39 -1.56
N 2.27 -0.09 -0.26
C 2.06 1.09 0.17
C 2.30 2.39 -0.40
Br 1.07 3.68 0.32
C 3.29 2.78 -1.23
C 3.46 4.11 -1.80
C 4.73 4.68 -1.86
C 4.90 5.94 -2.40
C 3.82 6.64 -2.91
C 2.56 6.06 -2.89
C 2.38 4.81 -2.34
H 1.46 1.89 -3.24
H 3.00 1.76 -6.44
H 3.47 -0.44 -7.48
H 2.91 -2.52 -6.27
H 1.95 -2.39 -4.00
H 0.78 -1.05 -2.35
H 3.37 0.27 -1.91
H 1.61 1.09 1.16
H 4.06 2.07 -1.47
H 5.57 4.15 -1.45
H 5.89 6.37 -2.43
H 3.97 7.62 -3.33
H 1.72 6.58 -3.32
H 1.40 4.35 -2.37
Cl -2.04 4.97 1.47
C -1.98 4.16 3.00
C -1.52 4.86 4.09
C -1.45 4.25 5.33
C -1.81 2.91 5.46
C -2.26 2.21 4.38
C -2.43 2.81 3.10
C -3.03 2.12 2.07
H -1.22 5.89 3.96
H -1.12 4.82 6.19
H -1.73 2.43 6.42
H -2.54 1.17 4.47
H -3.32 2.62 1.16
H -3.46 1.15 2.25
N 2.61 -2.69 -0.48
C 1.41 -3.34 -1.03
C 0.51 -4.01 0.02
N -0.86 -3.82 -0.41
H 2.86 -1.80 -1.14
H 3.37 -3.35 -0.29
H 2.38 -2.19 0.40
H 1.70 -4.04 -1.81
H 0.79 -2.56 -1.47
H 0.62 -3.49 0.97
H 0.79 -5.07 0.16
H -1.52 -4.07 0.31
H -1.08 -4.37 -1.24
C -2.15 -3.94 3.05
Ge -1.46 -2.47 4.24
C -0.92 -3.46 5.94
C -3.17 -1.61 4.81
Ge 0.15 -0.99 2.88
C 0.86 0.16 4.40
C 0.33 0.09 5.69
C 0.80 0.90 6.71
C 1.81 1.80 6.47
C 2.35 1.90 5.20
C 1.87 1.09 4.19
C 1.77 -2.25 2.92
C 1.67 -3.60 3.25
C 2.76 -4.45 3.21
C 4.00 -3.98 2.83
C 4.14 -2.65 2.48
C 3.04 -1.81 2.52
H -2.89 -4.54 3.58
H -1.37 -4.61 2.69
H -2.64 -3.49 2.20
H -1.63 -4.27 6.13
H -0.96 -2.79 6.80
H 0.08 -3.88 5.90
H -3.81 -2.36 5.28
H -3.70 -1.23 3.95
H -3.03 -0.80 5.52
H -0.47 -0.61 5.90
H 0.36 0.82 7.70
H 2.18 2.44 7.27
H 3.14 2.60 4.99
H 2.29 1.19 3.20
H 0.71 -3.99 3.56
H 2.64 -5.49 3.50
H 4.86 -4.65 2.83
H 5.11 -2.26 2.20
H 3.17 -0.77 2.25
F -2.78 -1.08 1.03
B -4.13 -1.43 0.68
F -4.06 -2.51 -0.19
F -4.67 -0.34 0.02
F -4.83 -1.73 1.80
C -4.32 -0.53 -3.36
Si -2.41 -0.58 -3.23
C -1.77 0.57 -4.63
C -1.99 -2.35 -3.84
C -1.18 -2.58 -4.95
C -0.92 -3.87 -5.40
C -1.49 -4.95 -4.76
C -2.31 -4.74 -3.66
C -2.55 -3.46 -3.21
H -4.68 -0.89 -4.33
H -4.71 0.47 -3.21
H -4.76 -1.17 -2.60
H -2.21 0.35 -5.60
H -0.69 0.50 -4.73
H -1.99 1.61 -4.40
H -0.73 -1.75 -5.47
H -0.30 -4.02 -6.27
H -1.30 -5.96 -5.12
H -2.76 -5.59 -3.16
H -3.20 -3.30 -2.35
C -2.87 4.20 -3.53
Te -2.39 4.24 -1.41
C -4.48 4.52 -0.91
H -3.49 3.34 -3.77
H -1.95 4.15 -4.09
H -3.40 5.10 -3.81
H -5.01 4.71 -1.83
H -4.60 5.36 -0.25
H -4.88 3.63 -0.45

=====

150
Properties=species:S:1:pos:R:3 method="wB97M-V/def2-TZVPD" gap_ev=7.4 total_charge=0 e_homo_ev=-9.3 total_energy_ha=-5893.06284 largest_force_ev_per_a=4.04
Cl -25.06 2.54 -4.36
C -26.29 2.32 -3.19
C -27.69 2.35 -3.85
Cl -27.99 4.04 -4.33
H -26.26 3.13 -2.47
H -26.08 1.41 -2.62
H -28.46 2.13 -3.13
H -27.94 1.73 -4.71
Cl -22.07 10.58 2.45
C -22.50 11.20 4.15
C -21.62 10.63 5.27
Cl -19.96 11.23 5.17
H -23.55 10.95 4.26
H -22.40 12.28 4.09
H -21.70 9.55 5.27
H -22.07 10.79 6.25
C -26.73 7.31 5.10
O -27.22 8.62 5.07
C -28.54 8.84 4.62
C -28.86 8.69 3.11
O -28.87 7.33 2.76
C -29.42 7.06 1.51
H -26.68 6.95 4.07
H -27.47 6.65 5.56
H -25.84 7.29 5.73
H -28.56 9.90 4.86
H -29.24 8.27 5.24
H -28.06 9.15 2.53
H -29.84 9.17 3.05
H -29.31 6.02 1.21
H -28.85 7.56 0.73
H -30.40 7.53 1.45
C -16.96 -1.69 -4.92
O -17.70 -2.49 -4.06
C -19.12 -2.39 -4.34
C -19.79 -3.19 -3.22
O -19.56 -2.71 -1.88
C -20.15 -1.47 -1.49
H -17.16 -2.03 -5.94
H -15.92 -1.88 -4.65
H -17.17 -0.63 -4.85
H -19.27 -2.95 -5.26
H -19.35 -1.33 -4.44
H -19.45 -4.22 -3.15
H -20.86 -3.31 -3.41
H -19.91 -1.33 -0.44
H -21.20 -1.69 -1.69
H -19.84 -0.61 -2.08
C -24.99 0.87 4.55
O -25.65 1.77 3.65
C -27.08 1.56 3.60
C -27.48 0.17 3.03
O -26.88 -0.19 1.79
C -27.35 -1.49 1.37
H -25.18 1.16 5.58
H -23.91 0.98 4.43
H -25.21 -0.19 4.48
H -27.61 2.27 2.97
H -27.49 1.74 4.59
H -28.55 0.29 2.84
H -27.34 -0.53 3.85
H -28.43 -1.61 1.34
H -26.80 -2.34 1.78
H -27.13 -1.53 0.31
C -15.04 11.31 1.81
O -13.60 11.58 2.09
C -13.38 11.90 3.42
C -13.40 10.69 4.34
O -12.14 9.96 4.23
C -11.98 8.77 4.99
H -15.24 10.32 2.22
H -15.42 11.33 0.79
H -15.66 11.99 2.40
H -13.99 12.70 3.85
H -12.38 12.32 3.51
H -14.22 10.01 4.12
H -13.59 11.07 5.34
H -12.25 8.92 6.03
H -10.91 8.59 4.94
H -12.66 8.01 4.60
C -10.27 0.58 0.93
C -9.69 1.53 1.72
C -9.86 2.99 1.51
O -9.41 3.83 2.33
C -10.63 3.29 0.31
C -11.22 2.34 -0.49
C -11.18 0.85 -0.23
O -11.70 -0.02 -0.96
O -11.96 2.63 -1.56
O -9.02 1.23 2.89
H -10.12 -0.45 1.20
H -10.81 4.33 0.10
H -12.33 1.85 -1.98
H -8.56 2.01 3.23
C -20.26 4.42 -0.36
C -20.93 4.53 0.80
C -20.27 4.92 2.07
O -20.77 5.20 3.16
C -18.81 5.19 1.90
C -18.15 5.03 0.66
C -18.88 4.62 -0.59
O -18.24 4.60 -1.62
O -16.93 5.60 0.60
O -22.28 4.33 0.90
H -20.79 3.94 -1.17
H -18.21 5.60 2.69
H -16.62 5.64 -0.31
H -22.55 4.15 1.81
C -10.52 10.33 -5.79
C -11.29 9.98 -4.75
C -11.93 8.60 -4.58
O -12.50 8.27 -3.54
C -11.67 7.71 -5.72
C -10.92 8.01 -6.76
C -10.21 9.35 -6.92
O -9.43 9.68 -7.85
O -10.80 7.16 -7.87
O -11.35 10.90 -3.75
H -10.08 11.31 -5.67
H -12.03 6.70 -5.62
H -10.62 7.59 -8.71
H -11.94 10.56 -3.07
C -20.74 5.62 12.61
C -20.50 4.65 13.50
C -20.35 3.19 13.07
O -20.22 2.31 13.90
C -20.14 3.04 11.64
C -20.25 4.06 10.76
C -20.64 5.47 11.15
O -20.76 6.35 10.31
O -20.00 3.91 9.41
O -20.57 4.94 14.81
H -20.96 6.56 13.09
H -19.58 2.18 11.31
H -20.27 4.72 8.97
H -20.41 4.20 15.40
C -13.68 -0.50 6.11
C -14.62 0.07 5.27
C -16.08 -0.20 5.49
O -16.95 0.15 4.67
C -16.33 -1.03 6.66
C -15.42 -1.65 7.43
C -13.93 -1.46 7.18
O -13.06 -1.94 7.87
O -15.71 -2.33 8.53
O -14.27 0.95 4.29
H -12.67 -0.16 5.93
H -17.35 -1.11 7.01
H -15.02 -2.16 9.17
H -15.10 1.18 3.87